72
Properties=species:S:1:pos:R:3 method="wB97M-V/def2-TZVPD" multiplicity=2 charge=+2 total_energy_ev=-93857.7237 s_squared=0.797 max_force_ev_per_a=3.137
C -0.9547 2.6786 -0.8798
H 2.4337 -1.3131 -3.0239
H 2.1903 2.2505 2.2137
C 0.3896 3.7036 0.5622
H 1.2605 -2.1594 -2.0257
H -3.4221 -0.8136 -2.3432
H -1.3613 -3.0192 2.7835
H -2.8708 1.9671 -1.4847
H 5.5949 0.9560 1.0260
N 1.6249 -0.1783 -0.2265
H -2.2553 3.3201 -2.4234
H 1.6583 -4.2592 -0.3396
S -0.8641 -0.7615 -3.2948
O -0.2399 -2.3248 -0.3262
H -2.0858 -3.8614 -1.2196
C 0.4985 0.5291 3.7573
C 1.2770 1.3529 4.7246
C -0.5622 3.9284 -0.4168
H 0.8527 0.7598 -6.0598
H -2.6946 -1.9158 3.0462
C -0.3039 -3.5293 -0.0976
N 0.5938 0.6650 2.4284
H 0.6619 -5.2820 0.7075
N -0.2099 -0.2363 1.8112
H 0.8580 5.7009 1.0939
H 1.1617 0.8294 -4.3647
B 1.4655 1.5656 1.5681
C 2.5663 -0.8310 -0.9567
C 4.5891 1.2611 1.3014
C 0.8868 -4.2548 0.4361
C 3.5909 0.5100 0.4907
C 1.1664 4.6935 1.3611
H -1.3931 -5.3456 -0.4907
H 4.4497 1.0738 2.3661
C 3.8133 -0.4175 -0.5229
C 2.2789 -1.7952 -2.0575
C -0.3996 -0.4951 4.0075
N 0.5488 2.3804 0.6698
H -1.5959 1.6859 -2.6601
H 4.4880 2.3352 1.1445
N 2.2708 0.6371 0.6412
H 1.3044 -3.7142 1.2872
H 1.0807 2.4163 4.5882
C -0.8206 -0.9577 2.7639
N -3.9594 -0.3682 -1.6083
O -2.1484 -0.3992 -0.3325
H 2.2354 4.5993 1.1702
N -1.1023 -0.8198 -5.9152
N 0.6304 0.4500 -5.1273
C -1.7800 -2.0583 2.4751
C -0.4111 -0.3464 -4.8791
C -4.1382 0.5068 0.6371
C -3.3586 -0.1064 -0.4594
H 1.0067 4.5545 2.4303
N -0.2617 1.7326 -0.2094
C -1.5667 -4.2810 -0.3590
H -5.0827 0.9826 0.4130
H 1.0041 1.0795 5.7404
H 2.3483 1.1963 4.5973
H -0.8105 -0.6825 -6.8695
C -1.9752 2.3947 -1.9261
H 4.7682 -0.7465 -0.8967
H 2.9755 -2.6312 -1.9994
H -0.7069 -0.8642 4.9714
H -1.8858 -1.4234 -5.7406
H -3.6226 0.7902 1.5423
Fe -0.2574 -0.2770 -0.1786
H -2.0249 -2.0947 1.4187
I -5.2923 -1.3798 1.4859
H -2.2184 -4.1497 0.5113
H -0.9290 4.8844 -0.7500
H -4.9582 -0.2781 -1.7079